Entry 1:
The following is a DFT calculation (ωB97M-V/def2-TZVPD) of a gas-phase ion, C3H4NO (charge +1).

Calculated values
E = -6703.505 eV
HOMO = -16.71 eV
Orbital gap = 0.3963 hartree
SMILES = CC#[N+]C=O

```
! RIJCOSX wB97M-V def2-TZVPD def2/J DEFGRID3
* xyz 1 1
C -1.67892 0.17685 0.17225
C -0.32127 0.31532 0.34944
N 0.82307 0.31612 0.18009
C 2.12065 -0.13335 -0.17280
O 3.14975 0.41706 -0.06147
H -2.35878 0.71169 0.81999
H -1.94986 -1.01619 0.09952
H -1.69878 0.47896 -0.90870
H 1.91414 -1.26646 -0.47832
*
```

Atomic partial charges in e from the Mulliken method, atoms 1 to 6: -0.828, 0.512, 0.137, 0.195, -0.256, 0.358



Entry 2:
The following is a DFT calculation (ωB97M-V/def2-TZVPD) of C2H6N4S in the gas phase.

Calculated values
E = -18961.594 eV
HOMO = -7.99 eV
Orbital gap = 0.3085 hartree

```
! RIJCOSX wB97M-V def2-TZVPD def2/J DEFGRID3
* xyz 0 1
C 1.40469 1.11734 0.73035
C -1.98990 -0.09944 -0.07167
N 0.89136 -1.90249 -0.93572
N 1.22831 -1.31109 0.05597
N 0.12908 -1.31240 -1.77509
N 0.81474 -0.01882 0.10001
S -0.26353 0.20993 -1.22736
H 2.20034 0.69984 1.24256
H 1.75729 1.77593 0.05178
H 0.52975 1.59807 1.35468
H -2.07741 0.56959 0.78870
H -1.69027 -1.16950 0.28932
H -2.93445 -0.15695 -0.60353
*
```

Atomic partial charges in e from the Mulliken method, atoms 1 to 6: -0.840, -0.835, -0.193, -0.253, -0.244, 0.367



Entry 3:
The following is a DFT calculation (ωB97M-V/def2-TZVPD) of a molecular structure, C3H2N4O.

Calculated values
E = -11144.514 eV
HOMO = -10.65 eV
Orbital gap = 0.3541 hartree

```
! RIJCOSX wB97M-V def2-TZVPD def2/J DEFGRID3
* xyz 0 1
C 1.12874 0.95396 0.02305
C 0.20322 -0.76469 0.06377
C -0.35874 0.58599 -0.03138
H 1.95524 1.56057 -0.66050
H 1.40881 1.50474 0.78649
N -0.22912 -1.92335 -0.17114
N -1.66893 -1.65578 0.04764
N -2.30869 -0.48691 0.05204
N -1.65846 0.67761 -0.19427
O 1.52794 -0.45216 0.08430
*
```

Atomic partial charges in e from the Mulliken method, atoms 1 to 6: -0.383, 0.606, 0.525, 0.215, 0.257, -0.339



Entry 4:
The following is a DFT calculation (ωB97M-V/def2-TZVPD) of C22H29O5P in the gas phase.

Calculated values
E = -42811.618 eV
HOMO = -9.39 eV
Orbital gap = 0.3741 hartree
SMILES = CCOCCOCC[C@@H](C(=O)OCC)P(=O)(c1ccccc1)c1ccccc1

```
! RIJCOSX wB97M-V def2-TZVPD def2/J DEFGRID3
* xyz 0 1
C -6.02353 -0.57938 -0.94040
C -4.90840 0.40575 -1.28393
O -3.86455 0.44532 -0.33707
C -4.20510 1.03852 0.89644
C -2.92949 1.28432 1.71033
O -2.20583 2.40591 1.26706
C -1.34387 2.17405 0.16871
C 0.06922 1.80026 0.63068
C 0.98214 1.48839 -0.54816
C 2.37969 2.03860 -0.37915
O 2.72029 2.86801 0.42165
O 3.18198 1.47389 -1.27682
C 4.53835 1.91878 -1.33795
C 5.41443 1.22315 -0.30717
P 1.19709 -0.29613 -1.05725
O 1.37995 -0.45554 -2.50167
C -0.29835 -1.16333 -0.46691
C -1.27396 -1.42318 -1.41930
C -2.41746 -2.11887 -1.07469
C -2.59279 -2.55172 0.22862
C -1.61827 -2.30122 1.18063
C -0.46678 -1.61592 0.83506
C 2.53353 -0.99034 -0.03296
C 3.28180 -1.99971 -0.62157
C 4.30209 -2.61145 0.08502
C 4.57246 -2.21515 1.38485
C 3.82745 -1.20520 1.97292
C 2.80682 -0.59085 1.26861
H -5.60020 -1.55788 -0.72872
H -6.58686 -0.24612 -0.07224
H -6.70498 -0.66251 -1.78254
H -4.42095 0.10556 -2.21509
H -5.33094 1.41361 -1.41715
H -4.71446 1.99845 0.72768
H -4.87139 0.38067 1.47318
H -2.31842 0.37467 1.68534
H -3.21127 1.50401 2.74368
H -1.31004 3.11473 -0.38994
H -1.75060 1.38943 -0.47858
H -0.00001 0.94436 1.30405
H 0.49301 2.63710 1.19271
H 0.58808 1.94977 -1.46404
H 4.55536 3.00230 -1.17890
H 4.86382 1.68322 -2.35294
H 5.07573 1.46754 0.69653
H 6.44181 1.55649 -0.42308
H 5.37114 0.14516 -0.44102
H -1.10874 -1.08407 -2.43155
H -3.16859 -2.32806 -1.82150
H -3.48498 -3.09441 0.50548
H -1.75175 -2.64799 2.19562
H 0.30397 -1.44992 1.57481
H 3.05678 -2.27875 -1.64089
H 4.88733 -3.39371 -0.37585
H 5.36868 -2.68883 1.94004
H 4.04544 -0.89224 2.98367
H 2.24413 0.21044 1.72567
*
```

Atomic partial charges in e from the Mulliken method, atoms 1 to 6: -1.105, -0.479, -0.003, -0.806, -0.232, -0.464



Entry 5:
The following is a DFT calculation (ωB97M-V/def2-TZVPD) of a molecular structure, C18H9Br4ClIN2O3Re.

Calculated values
E = -330851.554 eV
HOMO (spin up / spin down) = -11.21 / -11.24 eV
Orbital gap (spin up / spin down) = 0.2327 / 0.2420 hartree

```
! RIJCOSX wB97M-V def2-TZVPD def2/J DEFGRID3
* xyz 1 2
Re -0.32449 0.22616 0.04808
Cl 4.60180 -4.76543 0.06631
C 3.73378 -3.27855 0.09264
C 4.41672 -2.09569 0.16493
C 3.73351 -0.85771 0.19099
I 4.78091 0.92187 0.30823
C 2.36908 -0.86312 0.13754
O 1.57206 0.22075 0.15673
C 1.66718 -2.06553 0.05851
N 0.31372 -1.90308 0.01598
C -0.42962 -2.99827 -0.03332
C 0.13272 -4.28219 -0.05400
C 1.49179 -4.44709 -0.02040
C 2.31285 -3.30517 0.04099
H 5.49666 -2.10761 0.20497
H -1.49946 -2.86704 -0.06626
H -0.53192 -5.13234 -0.09744
H 1.93642 -5.43282 -0.03678
Br -7.15252 -1.04402 -0.38032
C -5.49334 -0.20984 -0.13466
C -5.42946 1.15460 0.23405
Br -7.00584 2.13680 0.47824
C -4.20487 1.78470 0.41933
Br -4.00589 3.58092 0.90271
C -3.05844 1.02608 0.22985
O -1.79293 1.44172 0.34671
C -3.12211 -0.29792 -0.13345
O -1.89173 -0.82808 -0.25302
C -4.33135 -0.94862 -0.31954
Br -4.30462 -2.75859 -0.80483
C 2.74412 4.79224 -0.20364
C 1.21349 4.72164 -0.22271
C 0.73798 3.34709 -0.14014
N 0.38716 2.26318 -0.07469
H 3.04984 5.83394 -0.26819
H 3.16961 4.25260 -1.04764
H 3.14110 4.37038 0.71783
H 0.80199 5.14873 -1.13889
H 0.77411 5.26530 0.61530
*
```

Atomic partial charges in e from the Mulliken method, atoms 1 to 6: 1.555, -0.207, 0.455, -0.487, -0.564, 0.150



Entry 6:
The following is a DFT calculation (ωB97M-V/def2-TZVPD) of a molecular structure, C31H35BiN9O7P2.

Calculated values
E = -84882.197 eV
HOMO = -3.62 eV
Orbital gap = 0.2150 hartree

```
! RIJCOSX wB97M-V def2-TZVPD def2/J DEFGRID3
* xyz -1 1
Bi 0.46448 0.14280 -0.32822
N -0.84597 0.49706 2.87379
C -0.99964 -0.82263 2.69183
N -1.04293 -1.62966 3.70425
C -1.18999 -2.96987 3.39909
N -1.55053 -3.75332 4.48462
N -0.96606 -3.51409 2.25723
C -0.56303 -2.60120 1.26655
N -1.13467 -1.26036 1.34412
C 0.45295 -2.92912 0.39753
C 0.92371 -4.30205 0.32144
C 1.86056 -4.66692 -0.57726
C 2.44131 -3.70221 -1.45911
C 2.02346 -2.41864 -1.34640
N 1.06420 -2.01166 -0.46452
H -0.65974 0.82389 3.80551
H -0.85827 1.16758 2.10934
H -2.08400 -3.28506 5.19744
H -1.86375 -4.67481 4.23433
H 0.47176 -5.00307 1.00808
H 2.18526 -5.69964 -0.63263
H 3.20224 -3.97044 -2.17896
H 2.44196 -1.63447 -1.96677
N -3.79736 1.51221 -9.88553
C -3.30639 1.34755 -8.85729
C -2.69589 1.14102 -7.56847
C -3.38379 1.47105 -6.40282
C -2.78832 1.27997 -5.16869
C -1.50399 0.72857 -5.04436
C -0.82541 0.41996 -6.23266
C -1.40568 0.61925 -7.46967
C -0.90026 0.47593 -3.71910
C -1.62647 -0.19925 -2.77224
C -2.89903 -0.91505 -2.99166
C -3.25785 -1.55222 -1.87958
C -2.20520 -1.37362 -0.82935
N -1.26067 -0.45428 -1.47343
C 0.48046 0.92278 -3.50343
C 1.28138 1.69994 -4.31982
C 2.56708 1.81768 -3.70404
C 2.47186 1.11597 -2.53529
N 1.22938 0.59124 -2.36814
H -4.37826 1.89171 -6.47466
H -3.31111 1.58284 -4.27067
H 0.16552 -0.01118 -6.16869
H -0.87104 0.36372 -8.37637
H -3.41323 -0.96799 -3.93980
H -4.07150 -2.25891 -1.79630
H -1.74192 -2.36129 -0.71504
H 0.99588 2.13308 -5.26606
H 3.44358 2.32241 -4.08901
H 4.06866 1.50057 -1.55195
C 1.16430 5.55883 1.26912
C 0.90328 4.07700 1.45924
O 0.86134 3.69194 2.81885
P -0.65436 3.57424 0.66831
O -0.52744 3.89685 -0.89160
O -1.79013 4.61960 1.11027
O -1.06011 2.16027 0.93000
P 2.11020 2.84625 0.54990
O 3.55305 3.68818 0.61991
O 3.38126 0.82755 -1.55687
O 2.19514 1.80158 1.67513
H 0.39780 6.15280 1.77173
H 1.16957 5.81300 0.20595
H 2.13970 5.80513 1.68889
H 1.39569 2.86197 2.83380
H 0.23399 3.45017 -1.31377
H -2.66528 4.21384 1.02501
H 3.95844 3.45074 1.47078
C -4.91541 -0.47294 0.49047
C -3.81612 -1.21353 1.27490
C -4.10481 -2.71430 1.30252
C -3.91165 -0.64128 2.69906
C -2.44197 -0.87854 0.61357
H -5.88805 -0.70205 0.93617
H -4.95359 -0.73141 -0.56210
H -4.75837 0.61032 0.55409
H -5.05569 -2.89562 1.81377
H -3.32129 -3.26145 1.82738
H -4.17931 -3.12972 0.29271
H -4.95992 -0.65374 3.01330
H -3.56487 0.39532 2.72867
H -3.33779 -1.21550 3.42581
H -2.41062 0.21457 0.57060
*
```

Atomic partial charges in e from the Mulliken method, atoms 1 to 6: 1.164, 0.145, -0.734, -0.866, 0.308, -0.535